No. 1
An isolated molecule of C4H4N2O, computed with ωB97M-V with the def2-TZVPD basis set.

The structure (SMILES) is O=c1cc[nH]cn1. Its frontier orbital gap is 9.74 eV. The multiplicity is 1. The value obtained for the LUMO energy is 0.39 eV. The value obtained for the calculated total energy is -9240.2541 eV.

The geometry in XYZ format:
```
11
Properties=species:S:1:pos:R:3:forces:R:3:lowdin_charge:R:1
O 2.328 -1.302 0.386 -0.2 0.1 -0.2 0.06
C 1.278 -0.797 0.049 0.2 0.0 0.0 -0.49
C 1.101 0.658 -0.114 -0.1 0.0 0.1 0.01
C -0.133 1.171 0.007 0.0 -0.1 0.0 -0.09
N -1.213 0.315 0.098 0.1 -0.1 0.0 0.04
C -1.015 -1.023 -0.109 0.0 0.0 0.0 -0.18
N 0.131 -1.589 -0.191 -0.1 0.2 0.1 0.15
H 1.978 1.287 -0.227 -0.2 -0.1 0.1 0.11
H -0.360 2.232 0.021 0.0 -0.2 0.0 0.12
H -2.134 0.662 0.305 0.0 0.0 -0.2 0.14
H -1.921 -1.616 -0.236 0.1 0.1 0.1 0.13
```
Forces are in eV/Å.

***

No. 2
An isolated molecule of C4H4N2O in a non-equilibrium geometry, computed with ωB97M-V with the def2-TZVPD basis set.

The structure (SMILES) is O=Cc1cnc[nH]1. Its frontier orbital gap is 9.30 eV. The multiplicity is 1. The value obtained for the LUMO energy is -0.04 eV. The value obtained for the calculated total energy is -9238.2264 eV.

The geometry in XYZ format:
```
11
Properties=species:S:1:pos:R:3:forces:R:3:lowdin_charge:R:1
O 2.538 -0.322 0.237 0.0 -0.2 -0.1 0.05
C 1.638 -0.617 -0.520 0.1 0.2 0.3 -0.20
C 0.266 -0.166 -0.259 0.6 1.1 0.4 -0.29
C -0.837 -0.189 -1.092 1.1 -1.2 1.5 -0.12
N -1.908 0.424 -0.437 0.4 -0.3 0.3 0.07
C -1.399 0.831 0.700 -0.2 0.2 0.1 -0.17
N -0.101 0.451 0.884 0.1 0.7 0.1 0.13
H 1.826 -1.181 -1.459 -0.2 0.1 0.3 0.13
H -0.620 -1.264 -1.164 -1.8 -0.7 -2.6 0.13
H -1.923 1.402 1.453 0.0 0.0 -0.1 0.12
H 0.519 0.629 1.656 -0.1 0.2 0.1 0.16
```
Forces are in eV/Å.

***

No. 3
A cluster of 2 separate species, C4H4N2O in total, computed with ωB97M-V with the def2-TZVPD basis set.

The structure (SMILES) is [H]/N=C/N=C=O.C#C. Its frontier orbital gap is 11.15 eV. The multiplicity is 1. The value obtained for the LUMO energy is 0.77 eV. The value obtained for the calculated total energy is -9237.8439 eV.

The geometry in XYZ format:
```
11
Properties=species:S:1:pos:R:3:forces:R:3:lowdin_charge:R:1
O 1.119 2.053 -0.730 0.1 -0.9 0.0 0.19
C 1.282 0.901 -0.728 0.0 0.4 -0.1 -0.29
C -2.386 1.644 -0.080 0.2 -0.4 0.2 0.00
C -1.766 0.761 0.453 -0.3 0.4 -0.2 -0.02
N 0.591 -1.425 0.922 0.3 -0.1 -0.3 0.10
C 1.321 -1.420 -0.115 -0.1 -0.1 0.2 -0.28
N 1.560 -0.279 -0.869 -0.1 0.5 0.0 0.14
H -2.936 2.432 -0.547 0.1 -0.2 0.1 0.02
H -1.174 -0.015 0.906 -0.1 0.2 -0.1 -0.02
H 0.557 -2.363 1.316 0.0 0.1 0.0 0.06
H 1.833 -2.290 -0.529 -0.1 0.1 0.1 0.12
```
Forces are in eV/Å.

***

No. 4
An isolated molecule of C4H4N2O in a non-equilibrium geometry, computed with ωB97M-V with the def2-TZVPD basis set.

The structure (SMILES) is N#CCOCC#N. Its frontier orbital gap is 11.88 eV. The multiplicity is 1. The value obtained for the LUMO energy is 0.49 eV. The value obtained for the calculated total energy is -9238.7112 eV.

The geometry in XYZ format:
```
11
Properties=species:S:1:pos:R:3:forces:R:3:lowdin_charge:R:1
N -2.714 0.592 0.035 1.0 -0.2 -0.5 0.16
C -1.721 0.300 -0.478 -0.9 0.3 0.5 -0.18
C -0.461 -0.087 -1.145 -0.1 -0.2 -0.1 -0.21
O 0.658 0.639 -0.709 0.1 0.0 0.0 -0.12
C 1.170 0.397 0.587 0.2 0.1 0.2 -0.17
C 0.554 -0.713 1.329 -0.4 -0.7 0.4 -0.20
N 0.082 -1.578 1.931 0.4 0.7 -0.5 0.18
H -0.551 0.129 -2.211 0.0 0.0 0.1 0.14
H -0.324 -1.168 -1.020 0.0 0.1 0.0 0.13
H 2.241 0.184 0.492 -0.2 0.0 0.0 0.13
H 1.065 1.304 1.190 -0.1 -0.1 0.0 0.14
```
Forces are in eV/Å.

***

No. 5
An isolated molecule of C4H4N2O, computed with ωB97M-V with the def2-TZVPD basis set.

Its frontier orbital gap is 8.98 eV. The multiplicity is 1. The value obtained for the LUMO energy is -0.11 eV. The value obtained for the calculated total energy is -9235.0704 eV.

The geometry in XYZ format:
```
11
Properties=species:S:1:pos:R:3:forces:R:3:lowdin_charge:R:1
N 0.824 -0.218 1.511 -0.5 -0.1 -0.1 0.22
C 0.811 0.760 0.605 -0.1 0.5 -0.2 -0.31
C 0.940 0.312 -0.866 0.2 0.2 -0.1 -0.10
O -0.168 -0.579 -1.017 0.0 0.0 0.1 -0.11
C -1.076 -0.753 0.073 -0.2 -0.1 0.2 -0.10
C -0.503 0.202 1.142 0.1 -0.4 0.2 -0.31
N -0.422 1.483 0.782 0.4 -0.1 -0.3 0.22
H 1.868 -0.233 -1.057 -0.2 0.1 0.1 0.13
H 0.834 1.161 -1.543 0.0 -0.1 0.0 0.12
H -2.083 -0.465 -0.241 0.2 0.0 0.1 0.13
H -1.053 -1.789 0.415 0.0 0.1 -0.1 0.12
```
Forces are in eV/Å.

***

No. 6
A cluster of 2 separate species, C4H4N2O in total in a non-equilibrium geometry, computed with ωB97M-V with the def2-TZVPD basis set.

Its frontier orbital gap is 7.92 eV. The multiplicity is 1. The value obtained for the LUMO energy is -0.22 eV. The value obtained for the calculated total energy is -9235.8621 eV.

The geometry in XYZ format:
```
11
Properties=species:S:1:pos:R:3:forces:R:3:lowdin_charge:R:1
O -2.590 -0.958 0.086 1.5 0.5 0.0 0.23
C -1.491 -0.599 0.061 -1.4 -0.4 0.0 -0.08
C -0.214 -0.211 0.034 0.1 0.1 0.0 -0.31
C 0.303 1.166 -0.024 0.2 -0.3 0.0 -0.06
N 1.674 0.962 -0.018 -0.1 -0.1 0.0 0.01
C 1.946 -0.324 0.035 0.0 -0.1 0.0 -0.19
N 0.860 -1.115 0.071 0.1 0.1 0.0 0.08
H -2.507 1.933 -0.223 0.0 0.1 0.0 0.05
H -1.759 2.022 -0.180 -0.2 0.0 0.0 -0.01
H 2.943 -0.755 0.050 -0.1 0.1 0.0 0.13
H 0.836 -2.121 0.109 0.0 0.1 0.0 0.16
```
Forces are in eV/Å.

***

No. 7
A structure of composition C4H4N2O2 in a non-equilibrium geometry, computed with ωB97M-V with the def2-TZVPD basis set.

Its frontier orbital gap is 10.76 eV. The multiplicity is 1. The value obtained for the LUMO energy is 0.23 eV. The value obtained for the calculated total energy is -11279.5534 eV.

The geometry in XYZ format:
```
12
Properties=species:S:1:pos:R:3:forces:R:3:lowdin_charge:R:1
C -0.925 -0.325 -0.451 -4.5 -7.1 1.1 -0.33
C -0.653 1.035 -0.122 1.8 2.6 -5.3 -0.08
C 0.784 0.625 0.083 3.4 1.1 -1.4 -0.24
C 0.553 -0.700 -0.545 2.8 3.4 4.0 -0.08
H -0.810 -1.021 1.646 -4.0 0.6 -4.2 0.26
H -1.609 -0.724 -1.324 1.3 1.4 1.7 0.18
H -0.911 1.425 -1.237 1.2 0.9 2.7 0.19
H -1.069 1.523 0.669 -1.9 1.2 1.7 0.09
N 2.037 0.875 0.487 -3.6 -1.3 -1.0 0.20
N 1.695 -1.267 -0.183 -4.0 -6.2 -3.7 0.01
O -1.665 -0.898 0.766 5.0 -0.7 2.3 -0.16
O 2.573 -0.547 0.210 2.4 4.2 2.0 -0.05
```
Forces are in eV/Å.

***

No. 8
An isolated molecule of C4H4N2O2 in a non-equilibrium geometry, computed with ωB97M-V with the def2-TZVPD basis set.

The structure (SMILES) is [H]/N=C1N=C/C(=C/O)O/1. Its frontier orbital gap is 8.37 eV. The multiplicity is 1. The value obtained for the LUMO energy is -0.54 eV. The value obtained for the calculated total energy is -11284.4913 eV.

The geometry in XYZ format:
```
12
Properties=species:S:1:pos:R:3:forces:R:3:lowdin_charge:R:1
C -1.814 0.357 0.140 -0.5 -1.6 -0.4 -0.06
C -0.461 0.339 0.378 -3.1 1.8 -1.9 -0.28
C 1.550 -0.336 -0.007 1.1 -3.5 0.5 -0.47
C 0.452 1.467 0.004 2.2 -0.4 -0.3 -0.02
H -1.527 -1.491 -0.444 -3.2 2.0 0.8 0.18
H -2.513 1.246 0.182 1.1 -1.3 -0.1 0.15
H 1.935 -2.095 0.408 1.5 1.8 -1.9 0.12
H 0.517 2.488 -0.462 -1.9 -0.6 1.4 0.15
N 2.432 -1.227 -0.077 -0.9 -1.8 2.0 0.14
N 1.682 1.021 -0.114 -2.2 -0.7 -0.5 0.13
O -2.407 -0.882 -0.229 3.8 0.5 0.2 -0.04
O 0.155 -0.888 0.221 1.9 3.8 0.4 -0.01
```
Forces are in eV/Å.

***

No. 9
A structure of composition C4H4N2O2 in a non-equilibrium geometry, computed with ωB97M-V with the def2-TZVPD basis set.

Its frontier orbital gap is 9.33 eV. The multiplicity is 1. The value obtained for the LUMO energy is -0.93 eV. The value obtained for the calculated total energy is -11281.9011 eV.

The geometry in XYZ format:
```
12
Properties=species:S:1:pos:R:3:forces:R:3:lowdin_charge:R:1
C -1.453 -0.975 0.021 -2.5 -1.5 2.1 -0.06
C -0.061 -0.418 -0.136 -2.2 -6.4 -0.2 -0.31
C 1.245 1.427 0.005 4.2 0.8 2.0 -0.01
C -0.061 0.971 -0.130 -0.8 2.2 -1.2 -0.46
H -1.363 -2.112 -0.285 -0.8 2.4 0.3 0.09
H -1.711 -1.108 1.356 0.8 0.8 -4.2 0.18
H -2.367 -0.239 -0.474 3.0 -2.7 1.4 0.15
H 1.610 2.383 0.515 -0.8 -1.0 -1.6 0.16
N 0.865 -1.366 -0.289 -0.6 4.3 1.1 0.19
N 2.260 0.571 -0.060 -0.5 1.5 0.9 0.07
O 2.129 -0.724 -0.186 0.0 -1.1 -1.2 -0.08
O -1.094 1.590 -0.338 0.4 0.6 0.5 0.08
```
Forces are in eV/Å.

***

No. 10
An isolated molecule of C4H4N2O2 in a non-equilibrium geometry, computed with ωB97M-V with the def2-TZVPD basis set.

The structure (SMILES) is C=Cn1ncc(=O)o1. Its frontier orbital gap is 8.36 eV. The multiplicity is 1. The value obtained for the LUMO energy is -0.68 eV. The value obtained for the calculated total energy is -11282.5683 eV.

The geometry in XYZ format:
```
12
Properties=species:S:1:pos:R:3:forces:R:3:lowdin_charge:R:1
C 3.098 -0.137 -0.050 1.3 1.3 -1.3 0.02
C 1.786 -0.490 -0.017 5.1 -5.0 2.4 -0.20
C -1.103 1.136 -0.026 -1.2 8.7 -1.3 -0.05
C -1.677 -0.144 -0.211 0.2 -0.2 3.8 -0.48
H 3.555 0.875 -0.314 -1.3 -1.2 0.5 0.07
H 3.993 -0.876 0.016 -2.4 0.8 0.2 0.08
H 1.722 -1.529 0.469 0.0 0.9 -1.5 0.15
H -1.719 2.160 -0.165 1.4 -2.7 0.7 0.16
N 0.596 0.023 0.130 -3.5 2.3 -0.5 -0.16
N 0.220 1.298 0.127 -3.6 -2.2 -0.7 0.19
O -2.710 -0.696 0.112 0.2 0.8 -1.9 0.11
O -0.526 -0.812 -0.111 3.8 -3.6 -0.3 0.12
```
Forces are in eV/Å.

***

Computed values of relative energy (zero: lowest compared OMol25 entry of this formula, charge and spin) (unit: kJ/mol) for the preceding records, in sequence: 22.6 218.2 255.1 171.4 522.7 446.3 867.0 390.6 640.5 576.1.